# 1
Computed, not measured: 2 unconnected molecules or ions with the total composition C8H12ClNS in a non-equilibrium geometry, with ωB97M-V/def2-TZVPD.

Each line ends with the Mulliken charge.
Cartesian coordinates (Å):
1 Cl -2.519 -2.603 0.006  -0.194
2 C -2.422 -0.878 -0.028  0.533
3 C -3.258 -0.167 0.854  -0.365
4 C -3.283 1.203 0.866  -0.183
5 C -2.497 1.879 -0.077  -0.412
6 C -1.850 1.102 -1.002  -0.576
7 N -1.687 -0.253 -0.889  -0.363
8 H -3.856 -0.870 1.512  0.261
9 H -3.909 1.735 1.632  0.332
10 H -2.717 2.915 -0.214  0.424
11 H -1.224 1.663 -1.615  0.557
12 C 1.918 -1.092 -1.058  -1.119
13 C 2.158 -0.248 0.192  0.495
14 C 3.467 -0.728 0.832  -1.609
15 S 2.064 1.621 0.062  -0.211
16 H 1.072 -0.736 -1.738  0.266
17 H 2.777 -1.034 -1.821  0.348
18 H 2.061 -2.139 -0.742  0.343
19 H 1.282 -0.503 0.929  0.172
20 H 3.856 -0.160 1.686  0.393
21 H 4.145 -0.642 0.106  0.480
22 H 3.405 -1.700 1.274  0.400
23 H 1.016 1.633 -0.765  0.027

Properties
Molecular weight = 189.711 g/mol
E = -33337.0410 eV
Kohn-Sham gap = 9.50 eV
LUMO energy = 0.6 eV
Energy above the lowest of the compared OMol25 structures with the same formula, charge and spin = 0.0000 eV
Total charge = 0
Multiplicity = 1
E_HOMO = -0.326 Eh

---

# 2
Computed, not measured: a molecular structure, C18H17CoIN7O2S, with ωB97M-V/def2-TZVPD.

Each line ends with the Mulliken charge.
Cartesian coordinates (Å):
1 Co -0.086 0.517 -0.736  -0.352
2 C 3.747 -0.926 -1.590  -1.759
3 C 2.330 -0.727 -1.170  0.748
4 N 1.826 0.505 -0.964  1.738
5 N 2.612 1.500 -1.076  -1.483
6 C 2.201 2.790 -0.610  0.120
7 N 3.083 3.724 -1.258  -0.690
8 S 2.028 2.978 1.166  -0.462
9 C 1.406 -1.780 -0.986  0.443
10 C 1.730 -3.154 -1.077  -1.205
11 C 0.756 -4.098 -0.888  -0.350
12 C -0.556 -3.704 -0.606  -0.964
13 C -0.811 -2.354 -0.531  -0.067
14 N 0.125 -1.423 -0.699  0.541
15 H 4.072 -0.054 -2.156  0.436
16 H 3.843 -1.807 -2.226  0.484
17 H 4.432 -1.036 -0.741  0.224
18 H 3.978 3.254 -1.312  0.264
19 H 3.182 4.528 -0.651  0.294
20 H 2.747 -3.443 -1.299  0.359
21 H 1.004 -5.151 -0.964  0.396
22 H -1.354 -4.419 -0.467  0.413
23 H -1.813 -1.989 -0.342  0.334
24 C 0.604 -0.346 3.559  -1.001
25 C -0.689 -0.563 4.003  -0.452
26 C -1.747 -0.315 3.144  -1.054
27 C -1.466 0.146 1.865  1.006
28 N -0.220 0.353 1.443  0.531
29 C 0.797 0.115 2.265  -0.429
30 C -2.516 0.444 0.855  0.539
31 C -3.855 0.577 1.187  -0.915
32 C -4.765 0.905 0.195  -0.404
33 C -4.305 1.101 -1.093  -0.870
34 C -2.952 0.945 -1.353  -0.128
35 N -2.079 0.605 -0.405  0.640
36 H 1.456 -0.524 4.200  0.395
37 H -0.874 -0.930 5.004  0.405
38 H -2.765 -0.496 3.459  0.315
39 H 1.780 0.333 1.869  0.568
40 H -4.177 0.452 2.210  0.350
41 H -5.815 1.019 0.433  0.416
42 H -4.973 1.373 -1.898  0.406
43 H -2.534 1.069 -2.345  0.107
44 I -0.462 -0.022 -3.709  -0.536
45 O 0.557 4.363 -1.475  -0.598
46 N 0.739 3.226 -1.154  0.712
47 O -0.221 2.436 -1.077  -0.463

Properties
Molecular weight = 581.285 g/mol
E = -90031.1121 eV
⟨S²⟩ = 0.757
Kohn-Sham gap (alpha / beta) = 5.62 / 5.64 eV
LUMO energy (alpha / beta) = 2.0 / 2.0 eV
Energy above the lowest of the compared OMol25 structures with the same formula, charge and spin = 1.8576 eV
Total charge = -1
Multiplicity = 2
E_HOMO (alpha / beta) = -0.134 / -0.134 Eh

---

# 3
Computed, not measured: 2 unconnected molecules or ions with the total composition CH7N2O in a non-equilibrium geometry, with ωB97M-V/def2-TZVPD.

Each line ends with the Mulliken charge.
Cartesian coordinates (Å):
1 N 1.316 -3.752 -0.071  -0.679
2 H 2.245 -3.783 -0.467  0.204
3 H 1.480 -3.408 0.863  0.223
4 H 0.697 -3.059 -0.477  0.250
5 N -1.125 1.213 0.511  -0.736
6 C -0.632 2.606 -0.073  -0.290
7 O -0.948 2.837 -1.313  -0.845
8 H -0.525 0.597 -0.036  0.188
9 H -2.040 1.000 0.114  0.245
10 H 0.474 2.530 0.135  0.229
11 H -0.942 3.219 0.814  0.212

Properties
Molecular weight = 63.080 g/mol
E = -6177.6185 eV
Kohn-Sham gap = 5.87 eV
LUMO energy = 3.4 eV
Energy above the lowest of the compared OMol25 structures with the same formula, charge and spin = 0.7191 eV
Total charge = -1
Multiplicity = 1
E_HOMO = -0.089 Eh

---

# 4
Computed, not measured: a molecular structure, C52H53F23N7O12S6V in a non-equilibrium geometry, with ωB97M-V/def2-TZVPD.

Each line ends with the Mulliken charge.
Cartesian coordinates (Å):
1 V 2.423 0.571 -2.353  1.946
2 C -1.881 -0.084 -1.396  0.453
3 F -1.770 1.176 -1.006  -0.194
4 F -2.936 -0.558 -0.639  -0.249
5 F -2.209 -0.176 -2.704  -0.154
6 S -0.241 -1.006 -1.030  -0.078
7 O -0.536 -1.894 0.051  -0.284
8 O 0.113 -1.725 -2.280  -0.601
9 N 1.091 0.041 -0.877  0.639
10 S 1.076 0.325 0.681  0.017
11 O 1.833 1.549 0.770  -0.598
12 O -0.202 0.485 1.420  0.067
13 C 2.051 -1.033 1.514  -0.158
14 F 1.607 -2.204 1.309  -0.039
15 F 3.252 -1.045 0.914  -0.135
16 F 2.030 -0.858 2.785  0.062
17 C 2.085 -2.318 -5.559  0.531
18 F 1.673 -1.702 -6.679  -0.197
19 F 1.006 -2.445 -4.695  -0.062
20 F 2.531 -3.553 -5.920  -0.181
21 S 3.546 -1.278 -4.739  0.708
22 O 4.717 -2.019 -5.119  -0.541
23 O 3.464 0.064 -5.231  -0.647
24 N 3.222 -1.113 -3.019  0.719
25 S 3.599 -2.611 -2.507  -0.101
26 O 2.961 -2.568 -1.180  -0.393
27 O 3.269 -3.868 -3.314  -0.535
28 C 5.488 -2.632 -1.993  0.728
29 F 5.929 -3.878 -1.871  -0.174
30 F 6.189 -1.987 -2.958  -0.196
31 F 5.555 -1.952 -0.848  -0.169
32 C 6.838 1.523 -1.222  0.505
33 F 7.409 2.101 -2.227  -0.127
34 F 7.002 0.158 -1.445  -0.136
35 F 7.449 1.876 -0.060  -0.175
36 S 4.892 2.030 -1.179  0.753
37 O 4.250 1.046 -0.406  -0.304
38 O 4.838 3.378 -0.670  -0.566
39 N 4.036 1.685 -2.713  0.273
40 S 5.015 2.365 -3.750  0.404
41 O 5.578 3.597 -3.358  -0.474
42 O 5.892 1.324 -4.323  -0.549
43 C 3.901 2.895 -5.265  0.578
44 F 4.256 4.154 -5.668  -0.221
45 F 4.283 2.098 -6.342  -0.210
46 F 2.578 2.822 -4.960  -0.180
47 C -4.759 4.211 -5.685  -1.228
48 C -5.603 3.659 -4.540  -0.580
49 C -4.886 2.512 -3.686  0.107
50 C -3.578 2.966 -3.100  0.233
51 N -2.587 3.251 -2.672  -0.356
52 H -4.363 3.410 -6.309  0.304
53 H -3.863 4.756 -5.388  0.335
54 H -5.224 4.997 -6.281  0.369
55 H -6.565 3.322 -4.928  0.379
56 H -5.805 4.461 -3.831  0.297
57 H -4.727 1.595 -4.252  0.251
58 H -5.536 2.173 -2.879  -0.085
59 C -2.574 -3.875 4.386  -1.643
60 C -2.330 -3.455 2.900  0.151
61 C -1.141 -4.198 2.351  1.114
62 C -0.088 -4.356 3.411  0.130
63 N 0.778 -4.486 4.239  -0.675
64 H -3.555 -3.558 4.740  0.460
65 H -1.766 -3.567 5.051  0.381
66 H -2.611 -4.953 4.542  0.400
67 H -2.123 -2.392 3.017  -0.303
68 H -3.327 -3.548 2.470  0.379
69 H -0.704 -3.726 1.470  -0.638
70 H -1.348 -5.240 2.110  0.425
71 C 1.055 6.369 0.292  -1.542
72 C 0.471 5.003 0.713  0.538
73 C -0.238 4.205 -0.480  -0.103
74 C 0.721 3.431 -1.249  0.100
75 N 1.528 2.881 -1.865  -0.411
76 H 1.740 6.607 1.105  0.406
77 H 0.333 7.185 0.312  0.380
78 H 1.598 6.298 -0.650  0.376
79 H -0.237 5.119 1.534  0.338
80 H 1.240 4.314 1.061  -0.463
81 H -0.490 5.010 -1.170  0.565
82 H -1.069 3.583 -0.149  0.012
83 C 3.256 -0.841 5.854  -1.245
84 C 2.881 0.563 6.317  0.744
85 C 2.779 0.685 7.811  -0.557
86 C 2.225 2.042 8.179  0.114
87 N 1.896 3.155 8.403  -0.468
88 H 2.377 -1.400 5.533  0.228
89 H 3.689 -1.477 6.625  0.494
90 H 3.965 -0.755 5.030  0.207
91 H 1.968 0.925 5.844  -0.230
92 H 3.585 1.349 6.043  0.100
93 H 3.767 0.490 8.230  0.357
94 H 2.098 -0.016 8.294  0.349
95 F -1.644 3.110 2.613  -0.110
96 C -2.243 2.070 3.264  0.221
97 C -3.519 1.557 3.043  -0.622
98 C -3.920 0.407 3.655  -0.791
99 C -3.030 -0.246 4.560  -0.589
100 C -1.737 0.151 4.609  -0.839
101 C -1.355 1.337 4.013  0.239
102 H -4.090 2.176 2.367  0.575
103 H -4.914 -0.015 3.670  0.495
104 H -3.295 -1.231 4.913  0.481
105 H -1.033 -0.430 5.187  0.445
106 H -0.305 1.541 4.166  0.339
107 F -3.688 -1.315 -4.949  -0.212
108 C -4.284 -2.489 -4.696  0.311
109 C -4.608 -2.904 -3.356  -0.071
110 C -5.238 -4.103 -3.141  -0.685
111 C -5.643 -4.867 -4.202  -0.474
112 C -5.270 -4.511 -5.543  -0.412
113 C -4.623 -3.313 -5.793  -0.559
114 H -4.483 -2.266 -2.493  0.521
115 H -5.524 -4.389 -2.140  0.416
116 H -6.209 -5.777 -4.070  0.364
117 H -5.499 -5.127 -6.401  0.370
118 H -4.344 -3.062 -6.806  0.422
119 F 1.719 5.175 4.276  -0.414
120 C 2.741 4.410 3.749  0.121
121 C 3.944 5.054 3.522  -0.548
122 C 5.064 4.363 3.139  -0.504
123 C 5.056 2.979 3.091  -1.045
124 C 3.826 2.309 3.408  -0.153
125 C 2.612 3.051 3.704  0.467
126 H 4.116 6.095 3.752  0.471
127 H 6.057 4.748 2.961  0.405
128 H 5.912 2.388 2.803  0.505
129 H 3.884 1.231 3.435  0.484
130 H 1.684 2.578 3.990  0.196
131 F -6.821 -1.587 0.406  -0.295
132 C -7.142 -0.274 0.544  0.382
133 C -6.272 0.629 -0.106  -0.041
134 C -6.661 2.001 -0.109  -0.265
135 C -7.780 2.382 0.649  -0.672
136 C -8.564 1.454 1.336  -0.406
137 C -8.313 0.058 1.181  -0.711
138 H -5.426 0.239 -0.652  0.339
139 H -6.065 2.729 -0.640  0.475
140 H -8.012 3.436 0.618  0.367
141 H -9.481 1.786 1.801  0.384
142 H -9.013 -0.656 1.588  0.435
143 F 5.268 -6.346 -0.757  -0.364
144 C 3.895 -6.354 -0.661  0.598
145 C 3.374 -5.305 0.102  -0.440
146 C 2.020 -5.149 0.169  0.278
147 C 1.284 -6.053 -0.582  -0.539
148 C 1.817 -7.126 -1.326  -0.705
149 C 3.201 -7.251 -1.374  -0.742
150 H 4.041 -4.685 0.682  0.426
151 H 1.523 -4.430 0.803  0.254
152 H 0.247 -5.783 -0.720  0.362
153 H 1.241 -7.733 -2.007  0.384
154 H 3.524 -8.112 -1.941  0.429

Properties
Molecular weight = 1648.333 g/mol
E = -242972.5402 eV
⟨S²⟩ = 2.016
Kohn-Sham gap (alpha / beta) = 4.94 / 6.01 eV
LUMO energy (alpha / beta) = -3.9 / -2.8 eV
Total charge = 0
Multiplicity = 3
E_HOMO (alpha / beta) = -0.325 / -0.325 Eh

---

- Number 3 is which compound?
  CH7N2O

---

Copy entry 3 word for word.
Computed, not measured: 2 unconnected molecules or ions with the total composition CH7N2O in a non-equilibrium geometry, with ωB97M-V/def2-TZVPD.

Each line ends with the Mulliken charge.
Cartesian coordinates (Å):
1 N 1.316 -3.752 -0.071  -0.679
2 H 2.245 -3.783 -0.467  0.204
3 H 1.480 -3.408 0.863  0.223
4 H 0.697 -3.059 -0.477  0.250
5 N -1.125 1.213 0.511  -0.736
6 C -0.632 2.606 -0.073  -0.290
7 O -0.948 2.837 -1.313  -0.845
8 H -0.525 0.597 -0.036  0.188
9 H -2.040 1.000 0.114  0.245
10 H 0.474 2.530 0.135  0.229
11 H -0.942 3.219 0.814  0.212

Properties
Molecular weight = 63.080 g/mol
E = -6177.6185 eV
Kohn-Sham gap = 5.87 eV
LUMO energy = 3.4 eV
Energy above the lowest of the compared OMol25 structures with the same formula, charge and spin = 0.7191 eV
Total charge = -1
Multiplicity = 1
E_HOMO = -0.089 Eh

---

What did the third record say?
Computed, not measured: 2 unconnected molecules or ions with the total composition CH7N2O in a non-equilibrium geometry, with ωB97M-V/def2-TZVPD.

Each line ends with the Mulliken charge.
Cartesian coordinates (Å):
1 N 1.316 -3.752 -0.071  -0.679
2 H 2.245 -3.783 -0.467  0.204
3 H 1.480 -3.408 0.863  0.223
4 H 0.697 -3.059 -0.477  0.250
5 N -1.125 1.213 0.511  -0.736
6 C -0.632 2.606 -0.073  -0.290
7 O -0.948 2.837 -1.313  -0.845
8 H -0.525 0.597 -0.036  0.188
9 H -2.040 1.000 0.114  0.245
10 H 0.474 2.530 0.135  0.229
11 H -0.942 3.219 0.814  0.212

Properties
Molecular weight = 63.080 g/mol
E = -6177.6185 eV
Kohn-Sham gap = 5.87 eV
LUMO energy = 3.4 eV
Energy above the lowest of the compared OMol25 structures with the same formula, charge and spin = 0.7191 eV
Total charge = -1
Multiplicity = 1
E_HOMO = -0.089 Eh

---

- What is the total charge in the fourth record?
  0